[1]
A 2-piece molecular cluster, C5H11N2 overall in a non-equilibrium geometry, computed with ωB97M-V with the def2-TZVPD basis set.

E: -8330.8527 eV
HOMO-LUMO gap (spin up / spin down): 7.52 / 9.90 eV
energy above the lowest of the compared OMol25 structures with the same formula, charge and spin: 6.266 eV

The geometry in ORCA input format:
```
! wB97M-V def2-TZVPD RIJCOSX def2/J DEFGRID3
* xyz 1 1
C -0.22588 0.04767 1.13114
C 1.57156 -0.47831 -0.74115
C 0.29724 -0.22800 -1.40368
C 0.22949 -0.77257 -0.00684
C -0.52632 2.71911 -0.06599
N -0.92806 -0.34790 2.16191
N -0.28324 -2.14397 0.09173
H 2.00951 -1.48269 -0.83705
H 2.13308 0.42054 -0.59574
H 0.32779 0.83746 -1.57577
H -0.22166 -0.97073 -2.11973
H 0.22058 2.46914 -0.97233
H -0.08723 3.38504 0.67982
H -1.65808 2.82448 -0.23296
H -1.39563 0.25332 2.82928
H -0.92922 -2.22964 -0.74373
H 0.34342 -2.93963 -0.04758
H -0.87734 -1.36331 2.44868
*
```



[2]
A 2-piece molecular cluster, C5H11N2 overall in a non-equilibrium geometry, computed with ωB97M-V with the def2-TZVPD basis set.

E: -8329.2983 eV
HOMO-LUMO gap (spin up / spin down): 9.30 / 4.32 eV
energy above the lowest of the compared OMol25 structures with the same formula, charge and spin: 7.821 eV

The geometry in ORCA input format:
```
! wB97M-V def2-TZVPD RIJCOSX def2/J DEFGRID3
* xyz 1 1
C 3.75226 0.19150 -0.09740
C 3.92922 -0.27812 -1.24137
C 0.22258 -0.11943 -1.10086
C -0.49658 0.40544 0.12782
C -2.85014 0.06095 1.13549
N 0.87597 0.22253 0.14509
N -1.43368 -0.29472 1.08182
H 3.88521 1.17470 0.37141
H 3.13234 -0.30187 0.64097
H 4.26134 -0.43470 -2.29167
H 0.06341 -1.09690 -1.41266
H 0.31869 0.47817 -1.96692
H -1.03205 1.40244 0.01414
H -3.05590 1.05886 1.48588
H -3.32266 -0.16361 0.16558
H -3.18358 -0.59655 1.94268
H -1.36577 -1.37500 0.91720
H -1.03659 -0.13936 2.01046
*
```



[3]
An isolated ion of composition C5H11N2 and charge +1 in a non-equilibrium geometry, computed with ωB97M-V with the def2-TZVPD basis set.

E: -8335.2825 eV
HOMO-LUMO gap: 8.76 eV
energy above the lowest of the compared OMol25 structures with the same formula, charge and spin: 1.837 eV
SMILES: C=[NH+]/C=C\CCN

The geometry in ORCA input format:
```
! wB97M-V def2-TZVPD RIJCOSX def2/J DEFGRID3
* xyz 1 1
C -1.44976 -2.31993 -0.12584
N -0.63758 -1.34826 0.01017
C 0.42194 -1.35793 0.98125
C 1.08909 -0.19112 1.08225
C 1.35899 0.66604 -0.10031
C 0.41269 1.85976 -0.36569
N -0.94298 1.31049 -0.61699
H -1.16957 -3.29327 0.23906
H -2.41277 -2.17340 -0.59868
H -0.84112 -0.37214 -0.35387
H 0.69141 -2.26890 1.49476
H 1.41535 0.18176 2.04925
H 2.38238 1.03500 -0.16500
H 1.18802 0.09585 -1.01474
H 0.86064 2.39237 -1.19506
H 0.34584 2.48396 0.51171
H -1.10159 1.34455 -1.61791
H -1.61098 1.95517 -0.21434
*
```



[4]
A 2-piece molecular cluster, C5H11N2 overall in a non-equilibrium geometry, computed with ωB97M-V with the def2-TZVPD basis set.

E: -8332.8598 eV
HOMO-LUMO gap: 8.63 eV
energy above the lowest of the compared OMol25 structures with the same formula, charge and spin: 4.259 eV

The geometry in ORCA input format:
```
! wB97M-V def2-TZVPD RIJCOSX def2/J DEFGRID3
* xyz 1 1
C -1.71468 0.05325 0.12116
C 0.84979 -1.39435 1.04301
C 1.35914 -1.43450 -0.39240
C 0.61182 -0.23569 0.07537
C 1.67221 1.79722 -0.09306
N -2.88810 0.52196 -0.26036
N -0.57990 0.05639 -0.54086
H -1.59596 -0.50563 1.07924
H -0.11116 -1.80268 1.25835
H 1.61323 -1.26744 1.77915
H 2.34022 -1.56434 -0.69807
H 0.70502 -2.02739 -1.10296
H 0.84873 2.13939 0.49588
H 1.40201 1.96251 -1.15047
H 2.53333 1.60244 0.46651
H -3.67682 0.53638 0.47987
H -2.92285 1.09116 -1.11008
H -0.44603 0.47132 -1.45030
*
```



[5]
An isolated ion of composition C5H11N2 and charge +1 in a non-equilibrium geometry, computed with ωB97M-V with the def2-TZVPD basis set.

E: -8335.3174 eV
HOMO-LUMO gap: 9.97 eV
energy above the lowest of the compared OMol25 structures with the same formula, charge and spin: 1.802 eV
SMILES: C[C@H]1C[NH2+]C=CN1

The geometry in ORCA input format:
```
! wB97M-V def2-TZVPD RIJCOSX def2/J DEFGRID3
* xyz 1 1
C -0.03138 -1.95248 -0.01859
C 0.19328 -0.67910 0.91426
C 1.15015 0.26586 0.18563
N 0.60165 0.73412 -1.11916
C -0.54017 1.64822 -0.76237
C -1.25718 1.22249 0.35117
N -1.00687 0.07315 1.15912
H -0.27043 -2.83261 0.56713
H 0.86509 -2.03658 -0.73011
H -0.81495 -1.62180 -0.81293
H 0.65957 -1.14403 1.75139
H 1.16114 1.18253 0.89034
H 2.25442 -0.10215 0.04778
H 1.29691 1.25482 -1.61543
H 0.29323 -0.05504 -1.76065
H -1.03018 2.08429 -1.62080
H -2.04993 1.87105 0.53461
H -1.47436 0.08725 2.03862
*
```



[6]
A 2-piece molecular cluster, C5H11N2 overall, computed with ωB97M-V with the def2-TZVPD basis set.

E: -8334.7802 eV
HOMO-LUMO gap: 9.90 eV
energy above the lowest of the compared OMol25 structures with the same formula, charge and spin: 2.339 eV

The geometry in ORCA input format:
```
! wB97M-V def2-TZVPD RIJCOSX def2/J DEFGRID3
* xyz 1 1
C 1.05030 -2.19292 -0.64455
C -0.75366 -1.12953 -1.68282
N -0.02350 -1.20426 -0.64578
H 1.83523 -1.87520 0.04321
H 1.49954 -2.35476 -1.62679
H 0.65461 -3.13077 -0.26212
H -1.76402 -0.73454 -1.60654
H -0.43122 -1.58978 -2.61706
C -0.74612 1.64938 1.34989
C -1.97307 1.43845 0.92449
C 1.53533 1.55098 0.75778
N 0.35092 1.09865 0.63210
H -0.48964 2.20377 2.24067
H -2.16197 0.79789 0.07376
H -2.84212 1.88066 1.38767
H 2.30081 1.15792 0.10033
H 1.74305 2.26291 1.54731
H 0.21554 0.17116 0.02845
*
```



[7]
An isolated ion of composition C5H11N2 and charge +1 in a non-equilibrium geometry, computed with ωB97M-V with the def2-TZVPD basis set.

E: -8332.4526 eV
HOMO-LUMO gap (spin up / spin down): 8.00 / 8.00 eV
energy above the lowest of the compared OMol25 structures with the same formula, charge and spin: 4.666 eV
SMILES: C=CN(C)[N+](=C)C

The geometry in ORCA input format:
```
! wB97M-V def2-TZVPD RIJCOSX def2/J DEFGRID3
* xyz 1 1
C -0.19803 1.01667 -2.53498
C 0.32596 0.55661 -1.33168
N -0.26408 0.09323 -0.05397
C -1.73697 0.34232 0.07982
N 0.39316 -0.52346 1.03334
C -0.40358 -1.06771 1.91343
C 1.84432 -0.54799 0.94672
H 0.39974 0.89253 -3.40610
H -1.12448 1.45857 -2.75071
H 1.46342 0.37948 -1.27514
H -1.91237 1.20850 0.70969
H -1.87144 0.70283 -0.94484
H -2.42734 -0.48799 0.19112
H -1.41709 -0.84374 1.74851
H 0.12262 -1.54592 2.86189
H 2.22170 -1.52991 0.41794
H 2.24960 0.43112 0.56998
H 2.33486 -0.53517 1.82497
*
```



[8]
An isolated ion of composition C5H11N2 and charge +1 in a non-equilibrium geometry, computed with ωB97M-V with the def2-TZVPD basis set.

E: -8334.0785 eV
HOMO-LUMO gap: 11.96 eV
energy above the lowest of the compared OMol25 structures with the same formula, charge and spin: 3.041 eV
SMILES: C[N+]1(C)C=NCC1

The geometry in ORCA input format:
```
! wB97M-V def2-TZVPD RIJCOSX def2/J DEFGRID3
* xyz 1 1
C 1.33391 0.17806 1.16638
N 0.38188 0.27039 -0.00937
C 1.11239 0.18426 -1.28738
C -0.59281 1.35303 0.05845
N -1.80161 0.99807 0.10956
C -1.96411 -0.41323 -0.10242
C -0.65128 -1.13698 0.14480
H 2.14102 -0.51482 1.13395
H 1.78404 1.07944 1.15219
H 0.67188 0.06440 2.12362
H 1.88864 -0.39871 -1.08145
H 0.35800 -0.17909 -1.94058
H 1.43390 1.27092 -1.50912
H -0.32703 2.33320 0.07938
H -2.31861 -0.57172 -1.09661
H -2.85404 -0.95535 0.48485
H -0.37541 -1.65230 1.03353
H -0.22075 -1.90958 -0.45976
*
```



[9]
An isolated ion of composition C5H11N2 and charge +1 in a non-equilibrium geometry, computed with ωB97M-V with the def2-TZVPD basis set.

E: -8331.3277 eV
HOMO-LUMO gap (spin up / spin down): 9.65 / 5.68 eV
energy above the lowest of the compared OMol25 structures with the same formula, charge and spin: 1.850 eV

The geometry in ORCA input format:
```
! wB97M-V def2-TZVPD RIJCOSX def2/J DEFGRID3
* xyz 1 3
C 1.89464 -2.25556 -1.12979
C 0.81716 -1.74526 -0.61152
C -1.33986 1.32989 0.84322
C -0.86422 -0.01791 0.49142
C 1.33517 0.71478 -0.73044
N 0.51138 -0.39914 -0.43428
N -2.56344 1.13908 1.66725
H 1.87977 -3.23382 -1.53282
H 2.78359 -1.67570 -1.40752
H -0.01282 -2.36112 -0.29188
H -0.59216 1.76431 1.43260
H -1.38543 2.07196 0.07709
H -1.21681 -0.90358 0.85339
H 0.87579 1.60325 -1.38692
H 1.82651 1.10515 0.18738
H 2.12131 0.28164 -1.27998
H -3.20106 0.60523 1.09595
H -2.86951 1.97679 2.15684
*
```



[10]
An isolated ion of composition C5H11N2 and charge +1 in a non-equilibrium geometry, computed with ωB97M-V with the def2-TZVPD basis set.

E: -8330.6928 eV
HOMO-LUMO gap (spin up / spin down): 8.30 / 5.85 eV
energy above the lowest of the compared OMol25 structures with the same formula, charge and spin: 2.484 eV

The geometry in ORCA input format:
```
! wB97M-V def2-TZVPD RIJCOSX def2/J DEFGRID3
* xyz 1 3
C -0.52852 0.12258 0.43453
C 1.73324 0.58928 -0.35363
C 0.90227 0.59543 -1.58346
C 0.54201 -0.30521 -0.31650
C -1.22423 1.35368 0.91939
N -1.46830 -1.13408 1.00599
N 0.58842 -1.67763 -0.69864
H 2.69254 0.14676 -0.36540
H 1.88609 1.50778 0.33824
H 0.19570 1.33238 -1.90732
H 1.14470 -0.20160 -2.45433
H -1.62398 1.20357 1.93176
H -2.13370 1.64360 0.36703
H -0.57718 2.33932 0.95524
H -2.23229 -0.89333 1.58445
H 1.41349 -2.20273 -0.41077
H -0.15663 -2.31271 -0.62909
H -1.15363 -2.10708 1.18251
*
```



[11]
An isolated ion of composition C5H11N2O and charge -1 in a non-equilibrium geometry, computed with ωB97M-V with the def2-TZVPD basis set.

E: -10387.0205 eV
HOMO-LUMO gap (spin up / spin down): 6.30 / 5.66 eV
energy above the lowest of the compared OMol25 structures with the same formula, charge and spin: 3.518 eV

The geometry in ORCA input format:
```
! wB97M-V def2-TZVPD RIJCOSX def2/J DEFGRID3
* xyz -1 1
C 0.01377 -1.16871 0.36247
C -0.91759 -1.03888 1.59908
C 0.43410 0.29636 -0.06575
C -0.82825 1.02570 -0.56209
C 1.53346 0.48535 -1.09479
N -0.75024 0.11377 2.45677
N 1.05490 0.90600 1.17599
O 1.03071 2.15436 1.23826
H 0.85832 -1.83614 0.61188
H -0.57418 -1.63103 -0.51609
H -1.92524 -0.97982 1.23168
H -0.76520 -1.83794 2.30647
H -0.47656 2.16244 -0.48110
H -1.72790 0.74561 0.02505
H -0.94650 0.70135 -1.64074
H 2.04295 1.49961 -0.82700
H 1.19883 0.46895 -2.07514
H 2.48901 -0.12052 -1.03707
H -1.17082 1.00614 2.05091
*
```



[12]
An isolated ion of composition C5H11N2O and charge -1 in a non-equilibrium geometry, computed with ωB97M-V with the def2-TZVPD basis set.

E: -10388.7228 eV
HOMO-LUMO gap: 5.65 eV
energy above the lowest of the compared OMol25 structures with the same formula, charge and spin: 1.815 eV
SMILES: N/C=C/C[C@H](N)C[O-]

The geometry in ORCA input format:
```
! wB97M-V def2-TZVPD RIJCOSX def2/J DEFGRID3
* xyz -1 1
N -2.10629 -2.18688 -2.45026
C -1.80039 -1.04023 -1.75854
C -0.80076 -0.87094 -0.86396
C -0.61488 0.14128 0.22696
C 0.79943 0.41474 0.54898
N 1.25072 -0.56818 1.65617
C 0.99681 1.98523 1.11515
O 2.33528 2.21473 1.20961
H -1.62210 -2.96169 -2.03383
H -3.04468 -2.29956 -2.77412
H -2.55344 -0.27724 -1.88312
H 0.08053 -1.53174 -0.99026
H -1.13724 1.11489 -0.01548
H -1.14847 -0.37032 1.07095
H 1.54871 0.31942 -0.27074
H 0.76675 -0.39208 2.64045
H 2.15426 -0.50549 1.94877
H 0.52125 2.70485 0.52271
H 0.25995 1.98604 2.05492
*
```



[13]
One molecule with the formula C5H11N2O in a non-equilibrium geometry, computed with ωB97M-V with the def2-TZVPD basis set.

E: -10388.2601 eV
HOMO-LUMO gap (spin up / spin down): 5.67 / 9.79 eV
energy above the lowest of the compared OMol25 structures with the same formula, charge and spin: 0.985 eV

The geometry in ORCA input format:
```
! wB97M-V def2-TZVPD RIJCOSX def2/J DEFGRID3
* xyz 0 2
O -2.28234 -1.63286 -0.66063
C -2.04313 -1.93840 0.47417
C -1.18624 -1.07471 1.44539
C -0.81549 0.37012 1.05096
C -0.24471 0.62625 -0.41116
N 2.29152 1.73788 -1.57100
C 2.17968 0.42394 -1.04718
N 0.99211 -0.08952 -0.61685
H -2.50544 -2.84809 0.88675
H -1.82479 -0.95411 2.32307
H -0.23018 -1.58273 1.56607
H -0.11758 0.66540 1.83863
H -1.69955 1.01018 1.01973
H -1.09919 0.30626 -0.99800
H -0.12243 1.68954 -0.59217
H 1.61340 2.44211 -1.29933
H 3.24062 2.08039 -1.46566
H 3.07322 -0.16907 -1.13625
H 0.78053 -1.06258 -0.80655
*
```



[14]
A 2-piece molecular cluster, C5H11N2O overall in a non-equilibrium geometry, computed with ωB97M-V with the def2-TZVPD basis set.

E: -10377.2680 eV
HOMO-LUMO gap (spin up / spin down): 10.64 / 6.93 eV
energy above the lowest of the compared OMol25 structures with the same formula, charge and spin: 8.337 eV

The geometry in ORCA input format:
```
! wB97M-V def2-TZVPD RIJCOSX def2/J DEFGRID3
* xyz 1 1
C 1.18077 -1.92939 -0.08549
C 1.61907 -0.72810 0.58432
C -2.51128 1.36494 0.06482
C -1.06210 1.07345 -0.30435
C -0.75973 -0.40988 0.15480
N 4.00995 0.49017 -0.44091
N 0.62384 -0.64736 -0.44952
O 4.68577 0.95238 0.31327
H 1.81360 -2.29425 -0.76768
H 0.61050 -2.78042 0.37444
H 1.51743 -0.49786 1.55306
H -3.30820 0.82089 -0.33759
H -2.77201 1.21322 1.19866
H -2.66983 2.32896 -0.29026
H -0.53737 1.86486 0.11692
H -1.05621 1.25939 -1.31731
H -0.76126 -0.55164 1.20289
H -1.53817 -1.25054 -0.20452
H 0.91523 -0.27882 -1.36555
*
```